(1)
{
  "formula": "C55H45BNP3SiSn",
  "method": "ωB97M-V/def2-TZVPD",
  "largest_force_ev_per_a": 1.03,
  "orbital_gap_ev": 6.57,
  "total_charge": 2,
  "elements": ["Sn", "P", "P", "P", "Si", "N", "C", "C", "C", "C", "C", "C", "C", "C", "C", "C", "C", "C", "C", "C", "C", "C", "C", "C", "C", "C", "C", "C", "C", "C", "C", "C", "C", "C", "C", "C", "C", "C", "C", "C", "C", "C", "C", "C", "C", "C", "C", "C", "C", "C", "C", "C", "C", "C", "C", "C", "C", "C", "C", "C", "C", "B", "H", "H", "H", "H", "H", "H", "H", "H", "H", "H", "H", "H", "H", "H", "H", "H", "H", "H", "H", "H", "H", "H", "H", "H", "H", "H", "H", "H", "H", "H", "H", "H", "H", "H", "H", "H", "H", "H", "H", "H", "H", "H", "H", "H", "H"],
  "positions_angstrom": [[2.0105, 0.8191, -0.4584], [0.7994, -0.8472, -2.3723], [0.3760, -0.3947, 2.2129], [-1.8900, 1.8851, 0.0284], [-1.5991, -1.2409, 0.0912], [3.8503, 0.1618, -1.2126], [3.1123, -1.1436, 1.8540], [-1.2554, 2.6898, 2.6748], [-2.9788, -0.4165, 1.0335], [0.9101, 2.3624, -4.8216], [3.3038, -4.6902, -2.6027], [-3.1383, -2.0731, -2.0720], [1.7655, -2.3767, -2.5213], [0.7292, 1.5047, -3.7499], [-0.6902, -2.5805, 1.0007], [-4.3174, 3.2828, -2.9018], [3.8840, -3.4625, -2.8916], [0.2512, 4.5063, 3.1576], [1.9646, -4.7585, -2.2456], [-3.1777, 4.3460, -0.5950], [-4.5759, 4.5976, -2.5392], [1.8059, -0.2749, -4.9761], [0.5739, 0.1737, 6.2917], [0.3807, 4.7645, 1.7967], [2.6281, 1.1593, 2.4120], [-0.0154, -0.1391, 3.9818], [-0.3901, -4.8866, 1.5989], [1.5455, 1.9055, -5.9679], [-0.9064, -1.4060, -2.7385], [-0.7618, 0.0807, 6.6517], [-1.3606, -0.2247, 4.3464], [1.9920, 0.5931, -6.0417], [-5.1477, 0.7830, 2.2872], [0.1294, -2.1955, 2.0616], [0.3820, -4.4957, 2.6893], [0.9533, 0.0655, 4.9608], [3.9820, 1.4479, 2.4219], [-1.7301, -0.1163, 5.6760], [-4.2431, 1.5628, 1.5814], [4.9046, 0.4410, 2.1684], [-1.8835, -1.5549, -1.7299], [-3.4284, -2.4185, -3.3794], [-0.9323, -3.9338, 0.7520], [-2.4780, -2.2404, -4.3669], [4.9613, -0.0494, -1.5064], [-1.1432, 2.9487, 1.3134], [0.6505, -3.1540, 2.9221], [4.4685, -0.8453, 1.8803], [1.1737, 0.1808, -3.8225], [3.1226, -2.3062, -2.8473], [-3.8829, -1.1946, 1.7632], [-4.0037, 5.1262, -1.3912], [-1.2281, -1.7357, -4.0522], [2.1849, -0.1493, 2.1554], [-3.4822, 2.5017, -2.1206], [-0.5645, 3.4741, 3.5924], [-3.1521, 0.9642, 0.9627], [-0.3043, 3.9845, 0.8802], [-2.9156, 3.0266, -0.9577], [-4.9658, -0.5920, 2.3829], [1.1956, -3.6065, -2.1951], [6.3661, -0.3805, -1.9520], [-4.1969, 6.1525, -1.1085], [-2.1150, -0.3864, 3.5836], [-1.0492, 0.1623, 7.6913], [-4.4004, -2.8248, -3.6245], [-0.4868, -1.6099, -4.8309], [4.3173, 2.4526, 2.6430], [3.5797, -1.3533, -3.0756], [6.4912, -1.5657, -1.7648], [0.1517, -3.6634, -1.9152], [2.7890, -2.1531, 1.6384], [-1.9051, 1.8999, 3.0278], [2.4916, 0.2402, -6.9339], [1.3324, 0.3298, 7.0472], [-0.5862, -5.9355, 1.4208], [-5.6729, -1.1962, 2.9355], [4.9331, -3.4005, -3.1495], [0.7853, 5.1155, 3.8748], [-0.2377, 4.2112, -0.1802], [-5.9978, 1.2469, 2.7697], [0.2141, 1.8506, -2.8553], [1.9093, 1.9322, 2.6767], [-1.5584, -4.2358, -0.0812], [1.6946, 2.5745, -6.8046], [0.7708, -5.2455, 3.3657], [-4.7598, 2.8663, -3.7970], [3.8931, -5.5955, -2.6612], [-3.8964, -2.1930, -1.3050], [-3.7423, -2.2676, 1.8405], [1.2476, -2.8523, 3.7745], [1.9998, 0.1379, 4.7016], [-0.6716, 3.2758, 4.6515], [-2.7413, 4.7701, 0.2984], [2.1538, -1.2965, -5.0459], [1.0056, 5.5781, 1.4522], [5.1923, -1.6242, 1.6807], [1.5125, -5.7138, -2.0125], [-2.7746, -0.1839, 5.9509], [0.5583, 3.3839, -4.7630], [-2.7072, -2.5040, -5.3905], [-3.2639, 1.4780, -2.4097], [6.4159, -0.0863, -3.1182], [7.1442, 0.2686, -1.3071], [5.9634, 0.6574, 2.1972], [-5.2175, 5.2125, -3.1558], [-4.3807, 2.6352, 1.5141]],
  "atomic_forces_ev_per_a": [[-0.34, 0.71, -0.31], [0.14, -0.74, -0.71], [-0.32, -0.59, 0.39], [-0.17, -0.06, 0.23], [-0.23, 0.57, 0.15], [-0.11, 0.02, 0.21], [0.12, -0.14, 0.03], [-0.11, 0.11, -0.06], [0.14, -0.42, -0.17], [-0.02, 0.08, -0.02], [-0.04, 0.01, 0.01], [0.07, 0.25, 0.39], [0.10, 0.15, 0.17], [0.02, -0.08, 0.13], [-0.03, 0.31, -0.37], [-0.01, -0.07, -0.05], [0.08, -0.03, -0.01], [0.06, -0.02, 0.02], [-0.05, -0.05, 0.04], [-0.03, -0.07, -0.07], [0.01, 0.01, 0.01], [0.06, 0.01, 0.04], [0.05, 0.01, 0.06], [0.00, -0.03, -0.07], [0.17, 0.18, 0.35], [0.06, 0.11, -0.14], [-0.08, 0.00, -0.01], [0.00, 0.01, 0.04], [-0.49, 0.06, 0.62], [0.03, 0.03, 0.00], [0.08, -0.06, -0.04], [0.01, -0.05, -0.02], [0.01, 0.05, 0.01], [0.09, 0.12, 0.02], [0.02, 0.01, 0.03], [-0.13, 0.00, -0.06], [-0.14, 0.14, 0.03], [-0.06, -0.02, -0.04], [-0.03, -0.05, 0.06], [0.07, -0.28, -0.08], [0.52, 0.12, 0.04], [-0.17, -0.12, -0.04], [-0.02, 0.01, -0.05], [-0.04, -0.07, -0.14], [-0.50, 0.24, 0.19], [0.38, -0.17, -0.33], [-0.06, -0.05, 0.04], [0.27, 0.06, 0.00], [0.07, 0.23, 0.33], [-0.05, -0.06, -0.10], [0.04, -0.10, -0.04], [-0.01, 0.04, 0.02], [0.34, 0.07, 0.14], [-0.36, 0.11, -0.19], [0.07, 0.04, 0.05], [0.01, -0.05, 0.05], [0.01, 0.00, -0.15], [-0.08, -0.01, 0.01], [0.23, -0.11, -0.09], [-0.01, -0.08, 0.01], [0.00, 0.07, -0.05], [0.58, -0.14, -0.14], [-0.03, 0.00, -0.02], [-0.02, 0.01, 0.06], [0.00, 0.01, 0.00], [-0.01, 0.02, -0.01], [-0.05, 0.00, -0.04], [0.00, 0.00, 0.01], [-0.03, -0.19, -0.13], [-0.04, -0.11, 0.02], [-0.02, -0.06, -0.06], [-0.03, -0.03, -0.02], [0.05, 0.07, 0.00], [-0.02, 0.00, -0.01], [-0.02, -0.01, 0.02], [0.01, -0.01, 0.03], [-0.01, 0.01, 0.00], [-0.01, 0.02, -0.02], [-0.02, 0.01, 0.01], [0.10, -0.03, 0.04], [0.00, 0.01, 0.00], [-0.04, 0.05, -0.05], [-0.01, 0.01, -0.15], [0.03, -0.04, 0.01], [0.01, 0.00, 0.00], [0.04, -0.01, -0.03], [-0.01, 0.02, -0.01], [0.02, 0.01, 0.03], [-0.06, 0.01, -0.04], [-0.04, -0.01, 0.05], [0.03, -0.03, 0.00], [0.05, -0.01, 0.01], [0.00, -0.01, 0.00], [-0.01, 0.01, 0.03], [0.01, -0.02, -0.01], [-0.01, 0.01, 0.01], [0.00, 0.00, -0.05], [0.01, 0.00, -0.01], [0.00, -0.01, 0.01], [0.00, -0.01, 0.00], [0.01, 0.02, -0.01], [-0.03, 0.00, -0.03], [-0.08, -0.01, -0.13], [-0.02, 0.08, 0.13], [0.03, 0.00, -0.04], [-0.01, 0.00, 0.01], [-0.02, 0.00, 0.00]],
  "mulliken_charge": [1.336, 1.676, 2.536, 1.756, -0.336, -0.794, -0.176, -0.778, 0.789, -0.816, -0.793, -1.023, 0.936, -0.621, 0.858, -0.707, -1.344, -0.865, -0.719, -0.327, -0.588, -0.297, -0.730, -0.858, 0.098, 0.809, -0.918, -0.615, -0.440, -0.694, -0.406, -0.875, -0.893, -0.508, -0.858, -0.586, -0.655, -0.764, -0.098, -0.738, 2.117, -0.923, -0.214, -0.985, 0.041, 0.542, -0.161, -0.983, 0.796, -1.036, -0.849, -0.729, -0.574, -1.395, -0.549, -0.358, -0.412, -0.656, 0.348, -0.893, -0.601, 0.437, 0.453, 0.110, 0.429, 0.457, 0.485, 0.525, 1.006, -0.073, 0.241, 0.471, 0.250, 0.474, 0.473, 0.533, 0.504, 0.503, 0.440, 0.593, 0.461, 0.253, 0.242, 0.468, 0.425, 0.448, 0.456, 0.440, 0.431, 0.486, 0.617, 0.413, 0.475, 0.438, 0.619, 0.480, 0.473, 0.490, 0.498, 0.496, 0.452, 0.342, -0.081, -0.094, 0.459, 0.409, 0.591]
}

=====

(2)
{
  "formula": "C55H45CdNO5P3SSi",
  "method": "ωB97M-V/def2-TZVPD",
  "largest_force_ev_per_a": 2.63,
  "orbital_gap_ev": 6.56,
  "total_charge": -1,
  "e_above_lowest_kcal_mol": 84.1,
  "elements": ["Cd", "S", "P", "P", "P", "Si", "O", "O", "O", "O", "O", "N", "C", "C", "C", "C", "C", "C", "C", "C", "C", "C", "C", "C", "C", "C", "C", "C", "C", "C", "C", "C", "C", "C", "C", "C", "C", "C", "C", "C", "C", "C", "C", "C", "C", "C", "C", "C", "C", "C", "C", "C", "C", "C", "C", "C", "C", "C", "C", "C", "C", "C", "C", "C", "C", "C", "C", "H", "H", "H", "H", "H", "H", "H", "H", "H", "H", "H", "H", "H", "H", "H", "H", "H", "H", "H", "H", "H", "H", "H", "H", "H", "H", "H", "H", "H", "H", "H", "H", "H", "H", "H", "H", "H", "H", "H", "H", "H", "H", "H", "H", "H"],
  "positions_angstrom": [[-1.2403, -1.1526, 0.6521], [0.6198, -4.4621, 0.1765], [-0.0966, -0.8982, 3.0738], [-0.3833, 2.6820, 0.4004], [0.0091, -0.5676, -3.4946], [1.1180, -0.3658, -0.2436], [3.2636, -3.0000, -3.6951], [-3.3393, -1.1085, -0.1501], [-0.5019, -3.4709, 0.3788], [1.6810, -4.4869, 1.2268], [-4.7496, -0.2579, 1.2014], [-3.8858, -1.0557, 1.0161], [1.2754, 0.7495, -5.6329], [-0.0963, 4.1003, 1.4781], [-2.9510, 2.3590, -0.4359], [2.5222, -2.5757, -0.8948], [0.3532, -4.5191, 4.9570], [-1.4182, 2.2858, 6.1344], [1.0649, 0.1399, -7.9531], [1.5677, 0.9933, -6.9628], [3.6725, 0.1942, 3.6941], [2.5661, -0.6511, 3.7394], [-1.1146, 4.9534, 1.9869], [-3.8034, -1.9327, -3.8152], [3.3871, 0.4894, 1.3302], [-1.4479, 1.4147, 3.8998], [-4.1264, 2.5951, -1.1638], [-0.8003, 6.0414, 2.7750], [4.0385, 0.8108, 2.5308], [1.5260, 1.3596, -0.9798], [-0.6650, 0.3544, 4.2735], [2.0669, -2.3595, -3.8243], [1.0164, 2.6327, -0.6786], [2.1225, -0.1789, 1.4006], [-1.8513, 3.1517, -0.5572], [-0.3416, -0.9149, -6.2956], [-1.7887, 2.3986, 4.7717], [1.6660, -0.6943, 2.6501], [-0.4388, -2.3428, 4.1059], [-2.6698, -1.1673, -3.9769], [-2.4317, -3.8397, -3.3975], [-4.2104, 3.6655, -2.0222], [-1.9564, 4.2620, -1.4646], [0.0702, -0.7845, -7.6269], [1.4877, 3.7129, -1.3482], [3.1054, 2.4315, -2.5360], [1.2630, 4.4399, 1.7713], [-1.2804, -3.0460, -3.3290], [3.0355, -3.8031, -1.4770], [3.2855, -3.9945, -2.7891], [-3.6830, -3.3268, -3.5220], [-0.4653, 1.3076, 6.4466], [-1.5269, -2.4714, 4.9341], [2.4522, 3.6390, -2.3559], [-0.1628, 0.3077, 5.5444], [0.5258, 6.4679, 2.9411], [-1.3992, -1.6833, -3.5748], [1.4432, -1.6491, -2.8757], [2.6799, 1.2848, -1.8759], [-0.6467, -4.5668, 5.8943], [-3.1282, 4.5088, -2.1322], [-0.3654, -6.1410, 0.5185], [1.8224, -1.6193, -1.4602], [-1.6299, -3.5697, 5.8413], [0.3929, -0.3115, -5.2805], [1.5411, 5.6216, 2.5255], [0.4922, -3.3975, 4.1389], [-0.4347, -1.3474, -8.4108], [1.1386, -5.3163, 4.8606], [2.5636, 5.8758, 2.7160], [3.4722, -4.5249, -0.7840], [-2.3713, -1.7762, 4.9659], [1.0028, 4.6418, -1.0980], [3.9751, 2.4379, -3.1947], [-0.3005, -3.4633, -3.2053], [2.1574, 1.8770, -7.2918], [-1.7660, 2.9775, 6.8942], [-4.9588, 1.9231, -0.9816], [-1.1857, -1.5180, -6.0707], [2.0772, 3.7602, 1.4517], [0.5336, -0.5142, 5.8580], [-1.6513, 6.4420, 3.3101], [4.1904, 0.2624, 4.6738], [-2.3008, -4.8973, -3.2296], [3.8456, 0.7304, 0.3496], [3.1286, 0.3167, -2.1237], [-3.1073, 5.3939, -2.7276], [-2.6684, -0.1661, -4.3481], [-4.5561, -3.9526, -3.4454], [-0.3066, -6.6985, -0.4489], [1.4570, 0.2531, -8.9298], [2.8308, -2.4534, 0.1330], [0.1860, -6.6929, 1.3003], [-2.9203, 1.5081, 0.2435], [1.7316, 1.3758, -4.8065], [-4.7482, -1.4464, -3.9458], [-1.3933, -5.9583, 0.8453], [0.8753, 7.3930, 3.3958], [-0.7576, -5.3903, 6.5749], [0.0075, 1.2490, 7.4208], [-1.6650, 1.5048, 2.8679], [4.7933, 1.5762, 2.4581], [-5.1336, 3.8218, -2.5994], [-2.1598, 4.5873, 1.8210], [1.4226, -3.2991, 3.5272], [2.3287, -1.2453, 4.6449], [2.7363, 4.5047, -2.9628], [-2.3786, -3.5311, 6.6234], [-1.1746, 5.0426, -1.4260], [1.5589, -2.5322, -4.7699], [3.7100, -4.9461, -3.1402], [-2.3216, 3.2260, 4.4167]],
  "atomic_forces_ev_per_a": [[0.88, -0.34, -0.92], [-0.97, -1.89, -0.16], [-1.91, -0.54, -1.15], [-1.21, -1.06, 1.61], [0.86, 0.22, 0.64], [-1.55, 0.87, 0.23], [0.36, 0.62, -1.25], [0.30, 0.49, -0.27], [-0.17, 0.63, 0.67], [-0.47, 0.26, 0.29], [-1.15, 1.05, -0.47], [1.18, -1.34, 1.18], [0.22, -0.01, 1.17], [1.58, 1.82, -0.20], [-0.86, -0.95, 0.23], [1.91, -1.30, 0.58], [1.73, -0.29, -0.68], [0.87, -0.09, -1.10], [-0.50, -0.05, 1.16], [0.29, 0.33, -0.36], [-0.24, -1.22, 2.03], [-0.66, -0.02, -0.15], [0.18, -2.01, -0.32], [0.49, -0.90, -0.18], [-0.91, -0.83, 0.67], [0.52, -0.08, -0.77], [0.01, -0.36, 0.54], [-0.34, 0.10, 0.12], [0.03, 0.38, -1.65], [2.22, -0.80, -1.16], [1.21, -0.54, -0.53], [-1.22, 0.17, 0.15], [0.35, -2.01, -0.55], [0.45, -0.39, -0.39], [0.53, 1.68, -1.48], [1.17, 0.05, -0.61], [0.07, -0.42, 2.35], [1.15, 0.75, 0.70], [1.80, -1.23, 0.03], [1.20, -0.85, 1.23], [1.09, -0.85, 0.80], [-1.08, -0.52, -0.28], [0.75, -0.21, 1.96], [0.12, 0.61, -0.08], [0.32, 1.71, -1.40], [0.36, -0.19, -0.19], [-0.90, 0.39, 0.85], [-0.82, 0.77, -0.61], [1.01, -0.15, -1.02], [0.57, -1.16, 2.27], [-0.48, 1.99, -0.50], [-0.83, -0.05, 0.71], [-1.54, -1.05, 1.55], [-0.14, 0.38, 0.73], [1.32, -0.63, 1.08], [0.29, -0.58, 0.13], [-0.76, -0.67, -0.77], [-0.84, 0.18, -0.72], [-1.67, 0.64, 0.51], [-1.31, 0.50, -0.49], [1.05, 0.44, -0.18], [1.11, 0.44, -0.38], [-0.63, 1.78, -0.43], [0.89, 0.99, -0.31], [-0.17, 1.08, -0.03], [-0.61, -1.38, -1.44], [1.08, 0.30, -0.62], [0.15, 0.05, 0.17], [-0.93, 0.84, 0.25], [0.42, 0.16, 0.05], [-0.83, -0.17, -0.19], [0.53, 0.09, -0.16], [0.16, 0.51, -0.22], [-0.25, -0.36, -0.04], [0.15, -0.33, 0.40], [-0.19, -0.86, 0.51], [0.16, 0.12, -0.21], [0.05, 0.04, -0.20], [-0.41, -0.68, 0.23], [-0.54, 0.63, 0.20], [-0.77, 0.90, -0.35], [0.18, 0.81, -0.13], [0.03, 0.41, -1.00], [-0.07, -0.24, 0.01], [-0.59, 0.18, 0.84], [-0.08, 0.42, 0.29], [-0.49, 0.43, -0.53], [-0.47, 0.69, 0.09], [-0.14, -0.06, 0.02], [-0.25, 0.35, 0.76], [-0.04, 0.03, -1.00], [-0.26, -0.11, 0.31], [-0.14, 0.27, -0.36], [-0.13, 0.08, -0.19], [-0.61, -0.80, -1.09], [-0.53, -0.09, -0.17], [0.17, 0.17, -0.25], [-0.72, -0.12, 0.28], [0.09, -0.19, 0.26], [-0.28, 0.15, 0.12], [-0.51, 0.15, -0.93], [0.54, -0.14, 0.35], [0.49, 0.08, 0.31], [0.87, 0.77, 0.27], [-1.06, -0.36, 0.32], [0.19, 0.71, -0.49], [-0.12, -0.20, 0.44], [-0.30, -0.13, -0.31], [-0.34, -0.66, -0.44], [0.42, 0.22, -0.24], [-0.19, 0.50, -0.06], [-0.94, 1.07, -0.28]],
  "mulliken_charge": [1.236, 0.667, -0.136, 1.221, 0.571, 0.493, -0.429, -0.456, -1.066, -0.655, -0.487, 0.182, -0.214, 0.465, 0.146, -1.086, -0.424, -0.929, -0.598, -0.374, -0.847, -0.096, -0.804, -0.657, -0.217, 0.031, -0.480, -0.311, -0.893, 0.642, 0.272, 0.026, -0.747, -0.312, 0.187, -0.376, -0.266, 0.591, 0.442, -0.842, -0.585, -0.522, -0.169, -0.581, -0.008, -1.045, -0.645, 0.082, -0.109, -0.656, -0.582, -0.519, -0.380, -1.025, -0.005, -0.672, 0.524, -0.283, -0.438, -0.599, -0.602, -1.136, 1.405, -0.571, -0.091, -0.464, -0.369, 0.391, 0.357, 0.439, 0.428, 0.415, 0.403, 0.368, 0.260, 0.348, 0.376, 0.460, 0.371, 0.283, 0.112, 0.377, 0.334, 0.368, 0.393, 0.534, 0.430, 0.546, 0.387, 0.282, 0.407, 0.364, 0.333, -0.204, 0.117, 0.404, 0.277, 0.348, 0.397, 0.400, 0.214, 0.412, 0.360, 0.398, 0.068, 0.417, 0.402, 0.354, 0.139, 0.439, 0.394, 0.475]
}